[1]
53
Properties=species:S:1:pos:R:3:forces:R:3 method="wB97M-V/def2-TZVPD" de_lowest_kcal_mol=42.0 homo_lumo_gap_ev=8.57
O -0.20111 -3.93592 0.08169 0.0 -0.3 -0.2
C -0.57165 -2.97910 0.70104 -0.2 -0.1 0.0
O 0.17774 -2.35627 1.61369 0.1 0.2 0.6
H 1.07900 -2.73504 1.64741 -0.2 0.0 -0.2
C -1.91169 -2.29693 0.53270 0.3 0.0 -0.1
H -2.63746 -3.01548 0.15428 0.1 0.0 0.1
H -2.24341 -1.90298 1.49388 -0.1 0.0 0.0
C -1.76420 -1.14382 -0.47635 -0.1 0.0 -0.1
N -0.74903 -0.21306 -0.03018 -0.2 -0.2 0.2
C 0.06309 0.41607 -0.91308 0.0 0.2 0.5
O -0.07015 0.29262 -2.11176 0.1 0.0 -0.5
C 1.14342 1.27429 -0.28175 0.2 0.0 -0.4
H 1.06863 1.25173 0.80554 0.0 0.1 0.0
H 1.01068 2.29818 -0.63704 -0.1 0.0 0.1
C 2.51369 0.75420 -0.74893 -0.1 0.0 0.1
C 3.67915 1.64498 -0.38856 0.0 0.1 -0.1
C 3.60366 2.67371 0.53953 -0.1 -0.1 -0.1
C 4.72295 3.43204 0.84295 0.1 0.1 0.1
C 5.93332 3.16989 0.22828 0.0 0.1 0.1
C 6.02038 2.14204 -0.69628 0.0 -0.1 -0.1
C 4.90303 1.38842 -0.99969 0.0 0.1 0.0
H 4.97382 0.58562 -1.71993 0.0 -0.1 -0.1
H 6.96116 1.92888 -1.18217 0.1 0.0 0.0
H 6.80410 3.76210 0.46714 0.1 0.0 0.0
H 4.64529 4.23113 1.56594 0.0 0.1 0.1
H 2.67196 2.89943 1.03559 -0.1 0.0 0.0
C 2.73754 -0.63317 -0.18723 0.0 -0.1 -0.1
C 3.15889 -0.80017 1.12648 0.0 0.0 0.0
C 3.35124 -2.06838 1.64686 0.0 0.0 0.1
C 3.12074 -3.18688 0.85733 0.1 -0.1 0.0
C 2.70057 -3.02767 -0.45447 0.0 -0.1 0.0
C 2.50792 -1.75762 -0.96988 0.0 0.0 0.0
H 2.17469 -1.63624 -1.99015 0.0 0.0 -0.1
H 2.51691 -3.89359 -1.07104 0.0 -0.1 0.0
H 3.28003 -4.17763 1.25774 0.0 -0.1 0.0
H 3.68919 -2.18515 2.66655 0.0 0.0 0.1
H 3.35255 0.06786 1.73985 0.0 0.1 0.1
H 2.46569 0.67919 -1.84151 0.0 0.0 0.1
H -0.57000 -0.15457 0.95952 0.2 0.0 -0.1
C -3.09577 -0.45102 -0.66708 -0.1 0.0 -0.2
C -3.57538 0.41366 0.30400 -0.2 0.1 0.0
C -4.79768 1.04424 0.11874 0.5 -0.8 -0.9
C -5.55804 0.82805 -1.02351 0.0 0.2 0.2
C -5.07432 -0.03394 -1.98954 0.0 0.0 0.1
C -3.85355 -0.66668 -1.81281 0.1 0.0 0.2
H -3.47793 -1.33008 -2.57682 0.1 -0.1 -0.1
H -5.64694 -0.21072 -2.88649 -0.1 0.0 -0.1
H -6.50303 1.33648 -1.13549 0.0 0.0 0.0
N -5.28277 1.94163 1.13886 -0.2 0.3 0.4
O -6.35227 2.47984 0.95455 -0.3 0.2 0.0
O -4.58963 2.10075 2.12174 0.1 0.1 0.3
H -3.01542 0.61817 1.20386 0.0 0.0 0.0
H -1.42834 -1.53772 -1.44376 -0.1 0.0 0.2



[2]
57
Properties=species:S:1:pos:R:3:forces:R:3 method="wB97M-V/def2-TZVPD" de_lowest_kcal_mol=14.1 homo_lumo_gap_ev=7.63
C 0.73552 0.76874 0.80152 -0.2 0.1 0.3
C 1.69147 -0.35136 0.51236 -0.6 0.1 0.1
O 2.05794 -0.56529 -0.61357 0.7 0.1 -0.4
N 2.12494 -1.08421 1.62823 -0.2 -0.6 -1.0
C 3.11404 -2.12378 1.29989 0.2 -0.1 1.0
C 1.06715 -1.56891 2.46435 0.3 0.5 0.7
C 1.15193 -1.43052 3.81695 0.1 0.0 -0.2
C 0.13840 -1.87411 4.70585 -0.2 -0.2 -0.3
C -1.00298 -2.46713 4.25146 0.7 0.0 0.8
N -2.01314 -2.84643 5.20340 -0.8 -0.2 -1.3
C -2.59870 -4.18156 4.98874 -0.1 0.2 0.3
C -2.96706 -1.78859 5.32271 0.1 0.2 0.2
C -4.40404 -2.01361 4.95013 -0.1 -0.6 0.4
O -2.60433 -0.71411 5.71481 0.3 0.6 0.0
C -1.12117 -2.64429 2.83640 -0.6 -0.2 0.3
N -2.15480 -3.19675 2.18839 -0.2 -0.1 0.0
S -1.80984 -3.15728 0.62618 0.2 0.1 0.1
N -0.37120 -2.45101 0.66748 -0.2 -0.1 -0.2
C -0.10227 -2.21143 1.95184 0.6 0.2 -0.1
H -0.03790 0.77112 0.04376 -0.2 0.0 -0.1
H 0.29867 0.72080 1.79398 -0.1 0.0 0.1
H 1.26743 1.71482 0.73288 0.2 0.1 -0.1
H 3.67996 -1.86744 0.41731 -0.2 0.1 -0.3
H 2.64490 -3.10040 1.21322 -0.1 -0.1 -0.4
H 3.81119 -2.19416 2.13363 0.1 0.0 0.1
H 2.02655 -0.95634 4.23605 0.1 0.1 0.0
H 0.27680 -1.72823 5.76346 -0.1 0.0 0.2
H -3.28507 -4.23930 4.15185 0.1 0.0 -0.3
H -3.16057 -4.43896 5.88203 0.1 -0.1 0.2
H -1.80991 -4.91101 4.85204 0.2 0.0 0.0
H -4.91191 -1.06404 4.88828 0.0 0.3 -0.1
H -4.88214 -2.58512 5.74713 -0.1 -0.1 0.0
H -4.50574 -2.58147 4.03141 0.0 0.0 -0.1
C -0.43893 2.41929 -2.54437 0.0 0.0 0.0
C -1.32700 1.44484 -2.71748 0.0 0.0 0.0
C -2.75349 1.74491 -2.99335 0.0 0.0 0.0
O -3.56738 0.86012 -3.14716 0.0 0.0 0.0
C -3.14985 3.17490 -3.07249 0.0 0.1 0.0
C -2.26014 4.14849 -2.90082 -0.1 0.0 0.0
C -0.83292 3.84598 -2.62348 0.0 0.0 0.0
O -0.02089 4.73444 -2.47097 0.0 0.0 0.0
H 0.60562 2.21751 -2.34151 0.0 0.0 0.0
H -1.05451 0.39803 -2.66708 0.0 0.0 0.0
H -4.19488 3.37177 -3.27559 0.0 0.0 0.0
H -2.52715 5.19638 -2.95392 0.0 0.0 0.0
C 3.05837 3.78234 -5.77492 -0.1 0.0 0.0
C 1.98277 3.03338 -5.54983 0.0 0.0 0.0
C 2.10435 1.59188 -5.21726 0.0 0.0 0.0
O 1.12428 0.90909 -5.01027 0.0 0.0 0.0
C 3.47095 1.01815 -5.14181 0.1 0.0 0.0
C 4.54683 1.76693 -5.36746 0.0 0.0 0.0
C 4.42617 3.20857 -5.70162 0.0 0.0 0.0
O 5.40592 3.89143 -5.90557 0.0 0.0 0.0
H 2.99290 4.83496 -6.01848 0.0 0.0 0.0
H 0.97730 3.43247 -5.59647 0.0 0.0 0.0
H 3.53526 -0.03362 -4.89394 0.0 0.0 0.0
H 5.55230 1.36912 -5.31830 0.0 0.0 0.0



[3]
55
Properties=species:S:1:pos:R:3:forces:R:3 method="wB97M-V/def2-TZVPD" total_charge=+4 homo_lumo_gap_ev=4.34
Zr -1.85560 -0.23787 -0.43393 -0.3 0.0 0.2
C -1.90702 -4.67178 -0.84285 -0.1 0.0 0.1
C -2.23862 -3.35850 -0.52395 0.1 -0.1 0.0
N -1.44440 -2.34845 -0.92846 0.0 0.0 0.0
C -0.32304 -2.63439 -1.63376 0.0 0.0 0.0
C -0.01172 -3.96191 -1.90393 0.0 0.1 0.0
N -0.80022 -4.95470 -1.51450 0.0 0.0 0.0
C 0.43959 -1.44481 -2.04653 -0.1 -0.1 0.1
C 1.56212 -1.47882 -2.80790 0.0 0.0 0.0
C 2.21649 -0.28233 -3.23524 -0.1 0.0 0.0
C 1.55596 0.92738 -2.85616 0.0 0.0 0.0
C 0.43416 0.91732 -2.09346 -0.1 0.1 0.1
N -0.14437 -0.25596 -1.61801 0.4 0.0 -0.1
C -0.33620 2.11760 -1.72862 0.0 0.0 0.0
C -0.03499 3.43518 -2.05341 0.0 -0.1 0.0
N -0.83419 4.43609 -1.70943 0.0 0.0 0.0
C -1.94140 4.17175 -1.03074 -0.1 0.0 0.1
C -2.26096 2.87082 -0.65437 0.1 0.1 0.0
N -1.45575 1.85219 -1.01313 0.0 0.0 0.0
C 3.41411 -0.29481 -4.01535 0.1 0.0 -0.1
C 4.04718 -1.50607 -4.38223 -0.1 0.0 0.1
C 5.20457 -1.45960 -5.13442 0.1 -0.1 -0.1
N 5.76272 -0.31964 -5.54008 -0.1 0.0 0.1
C 5.18312 0.83239 -5.20492 0.1 0.1 -0.1
C 4.02534 0.90331 -4.45528 -0.1 0.0 0.1
H -2.54794 -5.49318 -0.54242 0.0 0.0 0.0
H -3.13309 -3.13017 0.04879 0.0 0.0 0.0
H 0.88419 -4.24120 -2.44499 0.0 0.0 0.0
H 1.95459 -2.43525 -3.11593 0.0 0.0 0.0
H 1.94477 1.87255 -3.20122 0.0 0.0 0.0
H 0.86085 3.69965 -2.60199 0.0 0.0 0.0
H -2.59189 4.99905 -0.76983 0.0 0.0 0.0
H -3.15304 2.65858 -0.07202 0.0 0.0 0.0
H 3.66785 -2.47617 -4.09773 0.0 0.0 0.0
H 5.71063 -2.37091 -5.42974 0.0 0.0 0.0
H 5.67166 1.73308 -5.55692 0.0 0.0 0.0
H 3.62637 1.88163 -4.23272 0.0 0.0 0.0
N -1.78396 -0.17150 1.59140 0.2 0.0 -0.2
C -1.70266 -0.14658 2.79562 0.0 0.1 0.0
N -1.64274 -0.11226 4.02901 0.0 0.0 0.2
C -2.88476 -0.37896 4.91309 0.1 0.0 -0.2
C -2.98332 0.70441 5.99419 -0.1 -0.1 0.0
C -1.96171 1.81824 5.79730 0.0 0.1 0.0
C -0.53851 1.26986 5.81196 0.1 0.0 0.0
C -0.32999 0.13733 4.79787 -0.1 -0.1 -0.2
H -2.70201 -1.38063 5.30066 -0.1 0.0 0.0
H -3.73546 -0.40292 4.23482 0.0 0.0 0.0
H -2.83644 0.23447 6.96692 0.0 0.0 0.0
H -3.99426 1.10881 5.98100 0.0 0.0 0.0
H -2.06957 2.54928 6.59638 0.0 0.0 0.0
H -2.15848 2.35888 4.86542 0.0 0.0 0.0
H -0.30737 0.87770 6.80273 0.0 0.0 0.0
H 0.17737 2.06354 5.60481 0.0 0.0 0.0
H -0.12346 -0.83239 5.24961 0.0 0.0 0.0
H 0.42547 0.35067 4.04458 0.0 0.0 0.0



[4]
47
Properties=species:S:1:pos:R:3:forces:R:3 method="wB97M-V/def2-TZVPD" total_charge=-1 homo_lumo_gap_ev=3.47
C -2.68497 4.24643 3.58262 0.0 0.3 0.2
C -2.74519 2.96286 2.83162 0.0 0.3 -0.3
C -2.80899 1.75174 3.51448 -0.1 -0.2 -0.3
C -2.88687 0.55987 2.83516 0.1 0.5 0.2
C -2.90021 0.52601 1.42532 -0.1 -1.0 -0.6
C -2.96848 -0.71860 0.74838 -0.1 0.2 -0.1
C -2.98480 -0.96638 -0.64727 0.0 0.2 1.1
C -3.05159 -2.29150 -1.12619 0.0 0.0 -0.5
C -3.06407 -2.55832 -2.47319 0.0 0.2 0.2
C -3.01656 -1.52820 -3.40849 0.1 0.4 -0.2
C -3.06315 -1.83225 -4.86435 0.0 -0.1 -0.4
C -2.94442 -0.21506 -2.95184 -0.1 -0.6 -0.2
C -2.93122 0.05505 -1.61101 0.1 2.2 0.6
C -2.83114 1.76121 0.75927 0.0 0.1 -2.3
C -2.75323 2.94614 1.43974 0.0 -0.1 0.6
H -2.63891 5.09939 2.90461 0.0 0.0 0.0
H -3.57146 4.37336 4.20487 -0.1 0.1 0.2
H -1.80766 4.28499 4.23072 0.0 0.1 0.1
H -2.81228 1.75919 4.59241 0.0 0.0 0.3
H -2.94458 -0.36710 3.37782 0.0 -0.3 0.2
H -2.98344 -1.59059 1.37672 -0.1 -0.4 0.3
H -3.09844 -3.09842 -0.41600 0.0 -0.3 0.2
H -3.12876 -3.57681 -2.82095 0.0 -0.3 -0.1
H -3.01457 -0.92019 -5.46040 0.0 0.0 0.0
H -2.23109 -2.47277 -5.16186 0.0 -0.1 -0.2
H -3.99210 -2.34095 -5.12432 -0.1 -0.1 -0.2
H -2.91015 0.59073 -3.66444 0.0 0.3 -0.3
H -2.87889 1.15802 -1.16218 -0.2 -4.8 -4.7
H -2.84783 1.68531 -0.43001 0.2 2.9 6.0
H -2.70647 3.87557 0.89983 0.0 0.3 -0.2
C 1.82632 -2.05770 2.70913 -0.3 1.0 -2.3
Na -0.16836 -3.20453 2.58000 -0.8 0.0 0.2
C 0.92855 -0.88108 2.37762 1.0 -1.2 -0.1
C 0.37401 -0.97994 1.12394 0.6 -1.2 -0.7
C 0.91280 -2.22806 0.46553 -0.3 1.0 1.4
C 1.79651 -2.85749 1.41807 -0.3 0.8 0.9
C 2.22258 -4.18138 1.18457 0.1 0.4 -0.6
C 1.89008 -4.79871 -0.02157 0.4 0.0 0.9
C 1.08964 -4.15596 -0.95679 -0.3 0.3 -0.3
C 0.57430 -2.89461 -0.72342 0.1 0.2 0.5
H 2.84545 -1.76510 2.97637 -0.2 -0.4 0.8
H 0.72498 -0.06436 3.07350 0.1 -0.2 -0.2
H -0.34000 -0.29424 0.66967 0.1 -0.3 0.2
H 2.80924 -4.70062 1.93383 0.1 0.0 0.0
H 2.24359 -5.80025 -0.21758 0.0 -0.1 0.0
H 0.83242 -4.67066 -1.86803 -0.1 -0.1 -0.2
H -0.12012 -2.43443 -1.40655 -0.1 0.0 -0.2



| no. | E (eV) | highest occupied orbital energy (eV) |
| --- | --- | --- |
| 1 | -38461.96088 | -9.1 |
| 2 | -54323.07142 | -9.0 |
| 3 | -38404.31534 | -19.3 |
| 4 | -29659.32162 | -1.9 |